Computed, not measured: the molecule C6H9NO at a distorted geometry, with ωB97M-V/def2-TZVPD.

Last column: Löwdin charge in e.
Element x y z (Å)
N (2.528, -0.513, -0.433)  0.015
C (1.426, -0.118, 0.469)  -0.400
C (0.992, 1.317, 0.123)  -0.012
C (-0.343, 1.325, -0.121)  -0.003
C (-0.893, -0.023, 0.034)  -0.432
C (-2.217, -0.254, 0.580)  -0.120
O (-2.073, -0.304, -0.832)  -0.027
C (0.235, -0.979, 0.095)  -0.085
H (3.413, -0.141, -0.059)  0.077
H (2.574, -1.542, -0.383)  0.075
H (1.744, -0.179, 1.577)  0.156
H (1.749, 2.112, 0.110)  0.109
H (-0.911, 2.101, -0.666)  0.131
H (-2.444, -1.228, 1.025)  0.112
H (-2.935, 0.490, 1.005)  0.127
H (0.401, -1.480, -0.900)  0.153
H (0.099, -1.712, 0.896)  0.125

The net charge is 0. Its spin multiplicity is 1. For the total energy, the calculation gives -363.9399 Ha. As for the LUMO energy: 0.89 eV. The value obtained for the relative energy (zero: lowest compared OMol25 entry of this formula, charge and spin) is 52.9 kcal/mol. As for the SMILES: N[C@H]1C=C[C@]2(CO2)C1. Its frontier orbital gap is 10.1 eV. The HOMO energy is -9.255 eV.